{"formula": "C9H29BN2O3Si2", "method": "ωB97M-V with the def2-TZVPD basis set", "species": ["C", "C", "C", "O", "N", "B", "O", "O", "H", "H", "H", "H", "H", "H", "H", "H", "H", "H", "H", "C", "Si", "C", "C", "N", "Si", "C", "C", "C", "H", "H", "H", "H", "H", "H", "H", "H", "H", "H", "H", "H", "H", "H", "H", "H", "H", "H"], "xyz": [[2.121, -3.676, 2.724], [1.793, -2.350, 3.424], [0.982, -1.387, 2.573], [-0.425, -1.378, 2.982], [-1.140, -2.306, 2.225], [-2.424, -2.834, 2.929], [-3.360, -3.304, 2.084], [-2.576, -2.789, 4.243], [2.208, -3.583, 1.649], [1.340, -4.401, 2.945], [3.026, -4.098, 3.137], [2.697, -1.857, 3.753], [1.199, -2.560, 4.304], [0.989, -1.618, 1.510], [1.300, -0.360, 2.660], [-1.436, -1.878, 1.328], [-0.580, -3.130, 1.965], [-3.671, -2.568, 1.522], [-1.854, -3.199, 4.747], [1.673, 0.694, -4.498], [0.962, 1.773, -3.119], [0.240, 3.311, -3.948], [2.430, 2.332, -2.058], [-0.178, 0.864, -2.268], [-1.058, 1.419, -0.963], [-2.192, 2.878, -1.350], [0.001, 1.878, 0.531], [-2.175, -0.011, -0.353], [2.422, 1.243, -5.081], [2.152, -0.194, -4.081], [0.880, 0.374, -5.177], [0.950, 3.734, -4.669], [0.014, 4.095, -3.222], [-0.676, 3.062, -4.486], [2.820, 1.496, -1.472], [2.152, 3.137, -1.374], [3.244, 2.710, -2.688], [-1.622, 3.800, -1.475], [-2.913, 3.050, -0.540], [-2.755, 2.690, -2.265], [0.712, 1.061, 0.692], [-0.633, 1.973, 1.425], [0.545, 2.816, 0.424], [-1.551, -0.876, -0.066], [-2.859, -0.328, -1.140], [-2.771, 0.297, 0.519]], "charge": 0, "lumo_ev": -1.271}


{"formula": "C9H2ClF5NO2ReSSe", "method": "ωB97M-V with the def2-TZVPD basis set", "species": ["Re", "F", "C", "C", "F", "C", "F", "C", "S", "C", "F", "C", "F", "Se", "C", "N", "Cl", "C", "C", "O", "O", "H", "H"], "xyz": [[0.462, 1.400, 1.431], [0.725, -3.878, -3.036], [1.046, -2.831, -2.319], [0.073, -2.188, -1.560], [-1.172, -2.627, -1.546], [0.429, -1.086, -0.816], [-0.516, -0.458, -0.075], [1.727, -0.596, -0.793], [2.211, 0.822, 0.132], [2.688, -1.250, -1.559], [3.934, -0.804, -1.557], [2.356, -2.363, -2.314], [3.277, -2.977, -3.026], [0.559, -0.003, 3.280], [0.652, 1.291, 4.591], [0.705, 2.076, 5.431], [-4.341, 1.419, -0.445], [-3.190, 1.847, 0.810], [-2.067, 2.747, 0.252], [-2.207, 3.534, -0.618], [-0.890, 2.574, 0.921], [-2.756, 0.940, 1.228], [-3.705, 2.408, 1.589]], "s2": 3.782, "charge": 1, "multiplicity": 4, "lumo_ev": [-6.905, -7.163], "e_above_lowest_ev": 0.293}


{"formula": "C9H30O6", "method": "ωB97M-V with the def2-TZVPD basis set", "species": ["O", "H", "H", "O", "H", "H", "O", "H", "H", "C", "C", "C", "O", "H", "H", "H", "H", "H", "H", "H", "H", "C", "C", "C", "O", "H", "H", "H", "H", "H", "H", "H", "H", "C", "C", "C", "O", "H", "H", "H", "H", "H", "H", "H", "H"], "xyz": [[-0.601, -2.269, 4.652], [0.188, -2.343, 5.195], [-0.868, -1.349, 4.748], [-3.374, -0.969, 5.469], [-3.155, -1.698, 4.880], [-3.039, -0.178, 5.042], [-0.144, -4.622, 1.285], [-0.889, -4.083, 1.577], [0.536, -3.989, 1.046], [1.481, 1.617, -4.949], [0.647, 0.518, -4.317], [0.699, 0.530, -2.812], [-0.732, 0.631, -4.672], [1.286, 2.590, -4.496], [1.295, 1.686, -6.025], [2.549, 1.409, -4.844], [1.024, -0.451, -4.671], [-0.101, -0.106, -2.422], [0.517, 1.516, -2.377], [1.640, 0.149, -2.417], [-0.800, 0.759, -5.623], [1.859, 3.600, 0.028], [2.450, 2.700, 1.095], [1.861, 1.316, 1.067], [3.861, 2.544, 0.905], [0.770, 3.608, 0.120], [2.092, 3.178, -0.951], [2.238, 4.616, 0.119], [2.277, 3.148, 2.084], [2.118, 0.846, 0.111], [0.781, 1.287, 1.189], [2.355, 0.694, 1.816], [4.311, 3.280, 1.326], [-0.994, -1.127, 0.455], [-2.365, -1.498, 0.948], [-3.175, -2.133, -0.150], [-2.258, -2.492, 1.984], [-0.282, -0.842, 1.234], [-0.990, -0.307, -0.267], [-0.569, -1.995, -0.059], [-2.864, -0.615, 1.363], [-4.153, -2.432, 0.222], [-2.645, -3.011, -0.522], [-3.277, -1.444, -0.991], [-1.557, -2.268, 2.606]], "smiles": "CC(C)O.CC(C)O.CC(C)O.O.O.O", "charge": 0, "lumo_ev": 0.092, "e_above_lowest_ev": 0.559}


{"formula": "C9H31N11O6", "method": "ωB97M-V with the def2-TZVPD basis set", "species": ["C", "O", "N", "N", "H", "H", "H", "H", "C", "O", "N", "N", "H", "H", "H", "H", "C", "O", "N", "N", "H", "H", "H", "H", "C", "O", "N", "N", "H", "H", "H", "H", "C", "O", "N", "N", "H", "H", "H", "H", "C", "C", "C", "O", "C", "N", "H", "H", "H", "H", "H", "H", "H", "H", "H", "H", "H"], "xyz": [[0.431, -0.236, -0.148], [0.220, 0.826, -0.791], [1.465, -1.014, -0.418], [-0.435, -0.701, 0.725], [2.022, -0.727, -1.208], [1.574, -1.947, -0.057], [-0.188, -1.516, 1.264], [-1.180, -0.137, 1.125], [3.763, -1.293, -3.916], [3.810, -2.418, -4.395], [4.367, -0.935, -2.778], [3.201, -0.215, -4.488], [4.210, -0.001, -2.432], [4.869, -1.628, -2.250], [3.016, 0.560, -3.858], [2.609, -0.310, -5.294], [3.132, 2.914, -2.074], [3.225, 2.016, -2.883], [2.164, 2.965, -1.163], [4.045, 3.885, -1.952], [1.455, 2.234, -1.158], [2.365, 3.505, -0.338], [4.811, 3.855, -2.603], [3.877, 4.642, -1.314], [-0.909, -1.319, -3.633], [-1.127, -2.094, -2.741], [-0.439, -0.065, -3.447], [-1.164, -1.569, -4.925], [-0.286, 0.330, -2.529], [-0.272, 0.497, -4.262], [-0.897, -0.966, -5.682], [-1.714, -2.388, -5.125], [1.029, -3.932, 2.559], [2.102, -3.326, 2.487], [-0.015, -3.442, 3.216], [0.849, -5.143, 2.067], [0.179, -2.578, 3.696], [-0.884, -3.946, 3.230], [0.016, -5.634, 2.344], [1.501, -5.537, 1.412], [-3.891, 2.010, 5.195], [-3.868, 1.726, 3.656], [-2.415, 1.426, 3.232], [-2.330, 0.938, 1.891], [-2.725, 1.897, 0.931], [-4.654, 0.509, 3.515], [-3.210, 2.817, 5.473], [-3.601, 1.107, 5.733], [-4.858, 2.344, 5.570], [-4.253, 2.603, 3.137], [-1.925, 0.566, 3.692], [-1.871, 2.370, 3.331], [-2.207, 1.612, 0.014], [-2.495, 2.943, 1.142], [-3.788, 1.916, 0.672], [-4.145, -0.217, 4.005], [-4.561, 0.222, 2.546]], "smiles": "COC[C@H](C)N.NC(N)=O.NC(N)=O.NC(N)=O.NC(N)=O.NC(N)=O", "charge": 0, "lumo_ev": 0.260, "e_above_lowest_ev": 0.000}


{"formula": "C9H32AgN2O7V", "method": "ωB97M-V with the def2-TZVPD basis set", "species": ["V", "Ag", "O", "H", "O", "H", "C", "C", "C", "O", "C", "N", "H", "H", "H", "H", "H", "H", "H", "H", "H", "H", "H", "C", "C", "C", "O", "C", "N", "H", "H", "H", "H", "H", "H", "H", "H", "H", "H", "H", "O", "H", "H", "O", "H", "H", "C", "O", "H", "H", "H", "H"], "xyz": [[0.091, 0.919, 2.244], [1.751, 3.587, 1.076], [0.846, 1.659, 0.394], [0.733, 0.938, -0.218], [0.333, 2.955, 2.714], [-0.511, 3.391, 2.842], [0.084, 2.055, -3.623], [-1.250, 1.598, -3.018], [-2.213, 0.846, -3.994], [-2.669, 1.595, -5.046], [-3.756, 1.056, -5.801], [-1.208, 0.880, -1.763], [0.600, 1.239, -4.134], [0.711, 2.547, -2.885], [-0.165, 2.779, -4.403], [-1.877, 2.498, -2.950], [-3.000, 0.329, -3.429], [-1.575, -0.011, -4.301], [-3.632, 0.015, -6.114], [-3.926, 1.649, -6.692], [-4.557, 1.073, -5.048], [-0.521, 1.349, -1.179], [-0.700, 0.000, -1.893], [0.006, -3.488, 2.512], [-0.316, -2.000, 2.576], [-0.117, -1.533, 4.017], [-0.356, -0.130, 4.084], [-0.870, 0.300, 5.367], [0.539, -1.249, 1.630], [1.031, -3.754, 2.774], [-0.208, -3.896, 1.521], [-0.670, -4.065, 3.148], [-1.327, -1.893, 2.175], [0.915, -1.753, 4.315], [-0.740, -2.147, 4.666], [-0.981, -0.496, 6.102], [-1.809, 0.813, 5.183], [-0.135, 0.953, 5.839], [0.327, -1.605, 0.700], [1.485, -1.614, 1.754], [3.492, 0.030, 0.077], [4.203, 0.511, -0.365], [2.792, 0.685, 0.225], [2.178, 0.656, 2.912], [2.853, 0.062, 3.260], [2.659, 1.451, 2.652], [1.998, -2.154, -1.682], [1.129, -1.054, -1.323], [2.419, -2.688, -0.830], [1.381, -2.805, -2.301], [2.842, -1.794, -2.269], [1.690, -0.288, -1.493]], "s2": 6.009, "charge": 2, "multiplicity": 5, "lumo_ev": [-5.747, -10.839], "e_above_lowest_ev": 0.000}


Ordered calculated total energy results: -35358.511 -119360.900 -22104.383 -38516.373 -56833.538; unit eV.